Entry 1:
{
  "formula": "C22H37MnNO4P2S",
  "method": "ωB97M-V with the def2-TZVPD basis set",
  "elements": ["Mn", "P", "P", "N", "H", "C", "H", "H", "H", "C", "H", "H", "H", "C", "H", "H", "H", "C", "H", "H", "H", "C", "H", "H", "H", "C", "H", "H", "H", "C", "C", "C", "C", "C", "C", "H", "H", "H", "H", "H", "C", "O", "C", "H", "H", "H", "C", "H", "H", "H", "C", "C", "C", "C", "C", "C", "C", "S", "O", "O", "O", "H", "H", "H", "H", "H", "H", "H"],
  "xyz": [[-1.5499, 0.4913, 0.2310], [-2.5135, 0.9102, 2.3698], [-0.1233, -0.3371, -2.7138], [-3.2358, 0.7106, -0.3767], [-1.3089, 1.9737, 1.1468], [-2.2419, 2.5915, 3.0614], [-2.7163, 2.7629, 4.0383], [-2.6277, 3.3117, 2.3308], [-1.1605, 2.7503, 3.1435], [-2.0462, -0.2448, 3.7385], [-2.4903, 0.0176, 4.7122], [-0.9561, -0.2767, 3.8511], [-2.3657, -1.2642, 3.4815], [-4.3495, 0.7009, 2.3310], [-4.8528, 0.8577, 3.2956], [-4.5906, -0.3093, 1.9742], [-4.7643, 1.3991, 1.5957], [0.7133, 0.8200, -3.7992], [0.8350, 0.3525, -4.7748], [1.6931, 1.1211, -3.3811], [0.0954, 1.7272, -3.8977], [0.7540, -1.8696, -2.2492], [1.3593, -2.3881, -3.0305], [-0.0363, -2.5528, -1.8893], [1.3814, -1.6647, -1.3708], [-1.6887, -0.8692, -3.4307], [-1.6396, -1.2995, -4.4227], [-2.3428, 0.0167, -3.4272], [-2.1039, -1.6073, -2.7088], [-4.2645, 0.7771, -1.1635], [-5.9636, 2.1536, -2.2874], [-4.7128, 2.0416, -1.7063], [-5.0634, -0.3869, -1.4894], [-6.3094, -0.2456, -2.0775], [-6.7720, 1.0206, -2.4661], [-6.3207, 3.1294, -2.5996], [-4.0560, 2.9048, -1.5680], [-4.6795, -1.3659, -1.1882], [-6.9350, -1.1196, -2.2286], [-7.7597, 1.1269, -2.9176], [1.0899, -0.2777, 2.1351], [0.1441, -0.7593, 1.4523], [1.1081, 1.1289, 2.6548], [2.1488, 1.4224, 2.8624], [0.5527, 1.2184, 3.6104], [0.6961, 1.8178, 1.8886], [2.2994, -1.0866, 2.4960], [3.2041, -0.5474, 2.1622], [2.2468, -2.0732, 2.0077], [2.3691, -1.1898, 3.5940], [7.3602, -2.9398, 0.4519], [6.2620, -1.9795, 0.1280], [6.5615, -0.6205, 0.1485], [5.5678, 0.3197, -0.1583], [4.2672, -0.1105, -0.3936], [3.9522, -1.4565, -0.4275], [4.9685, -2.4062, -0.1905], [2.9658, 1.1754, -0.6075], [3.2399, 2.1039, 0.4833], [3.1214, 1.6884, -1.9871], [-0.3996, 0.3255, -1.3528], [8.1853, -2.8047, -0.2558], [7.7621, -2.7237, 1.4479], [7.0017, -3.9686, 0.4167], [7.5731, -0.2888, 0.4045], [5.8001, 1.3731, -0.2173], [2.9225, -1.7309, -0.6334], [4.7390, -3.4773, -0.2569]],
  "forces_ev_per_angstrom": [[-1.57, 1.62, 0.71], [-0.80, -0.39, 0.64], [0.12, 0.14, 1.55], [4.29, -1.42, 1.68], [0.15, -1.19, -1.57], [-0.16, -0.08, 0.24], [0.06, -0.17, -0.26], [0.03, -0.13, 0.16], [-0.25, 0.01, 0.05], [0.26, -0.10, 0.03], [0.03, 0.12, -0.44], [-0.34, 0.03, 0.00], [0.03, 0.30, -0.06], [-0.02, 0.10, -0.15], [0.41, 0.05, -0.10], [0.21, 0.24, 0.06], [0.11, -0.11, 0.15], [0.12, -0.08, 0.10], [0.06, 0.03, -0.14], [-0.28, -0.20, 0.10], [0.06, -0.41, 0.09], [0.23, -0.42, -0.43], [-0.52, 0.52, 0.48], [0.25, 0.21, -0.29], [-0.30, 0.27, -0.56], [-0.34, 0.17, 0.78], [0.14, -0.07, -0.17], [0.08, -0.32, -0.09], [0.12, 0.46, -0.54], [-2.20, 0.60, -2.06], [0.10, -0.40, -0.09], [0.07, -0.58, 0.53], [0.37, 0.58, 0.54], [0.17, 0.44, -0.12], [-0.06, 0.01, 0.05], [0.03, -0.10, -0.07], [-0.30, -0.23, 0.02], [-0.18, 0.32, 0.01], [0.08, 0.07, -0.07], [0.28, -0.05, 0.15], [-1.15, -0.57, -1.02], [1.37, 1.32, 0.85], [0.13, 0.60, -0.17], [-0.43, -0.01, -0.21], [0.11, -0.17, -0.52], [0.24, -0.36, 0.53], [-0.12, -0.54, -0.30], [-0.39, -0.18, 0.06], [0.13, 0.38, 0.34], [-0.09, 0.05, -0.38], [0.20, -0.08, 0.02], [-0.36, -0.11, -0.03], [-0.62, 0.83, -0.25], [0.64, -0.91, 0.24], [0.50, 0.83, -0.35], [0.78, -0.08, 0.15], [-0.39, 0.32, -0.07], [-2.49, -2.67, -0.29], [0.97, 1.38, 1.05], [0.83, 0.48, -0.53], [-0.59, -0.11, -0.31], [-0.07, -0.22, 0.07], [-0.05, -0.18, -0.08], [0.18, -0.02, 0.02], [-0.30, -0.14, -0.16], [-0.07, 0.14, 0.18], [0.34, -0.20, 0.15], [0.15, 0.40, 0.12]],
  "lowdin_spin": [2.8260, -0.1147, 0.0076, 0.2116, -0.1734, -0.0137, -0.0005, -0.0026, -0.0030, -0.0285, -0.0054, -0.0003, 0.0002, -0.0172, -0.0043, 0.0006, 0.0015, 0.0005, 0.0001, 0.0000, 0.0000, 0.0011, 0.0002, 0.0001, 0.0000, 0.0018, 0.0002, 0.0001, 0.0005, 0.0096, -0.0073, 0.0865, 0.0862, -0.0077, 0.1027, -0.0028, 0.0042, 0.0057, -0.0030, 0.0061, 0.0007, 0.0038, -0.0055, -0.0003, 0.0000, -0.0062, -0.0005, 0.0000, 0.0000, 0.0000, 0.0000, 0.0000, 0.0000, 0.0000, 0.0000, 0.0000, 0.0000, -0.0003, -0.0001, 0.0001, 0.0398, 0.0000, 0.0000, 0.0000, 0.0000, 0.0000, 0.0000, 0.0000],
  "homo_energy_ev": [-6.096, -6.095],
  "multiplicity": 4,
  "gap_ev": [5.1, 5.3],
  "fmax_ev_per_a": 4.825,
  "mol_weight_g_mol": 528.494
}



Entry 2:
{
  "formula": "C36H29AsNOPS4V",
  "method": "ωB97M-V with the def2-TZVPD basis set",
  "elements": ["V", "O", "C", "S", "C", "C", "S", "S", "S", "C", "C", "As", "C", "C", "C", "C", "C", "C", "C", "C", "C", "C", "C", "C", "P", "C", "C", "C", "C", "C", "C", "C", "C", "C", "C", "C", "C", "H", "H", "H", "H", "H", "H", "H", "H", "H", "H", "H", "H", "H", "H", "H", "H", "H", "H", "H", "H", "H", "H", "H", "H", "N", "C", "C", "C", "C", "C", "C", "C", "H", "H", "H", "H", "H"],
  "xyz": [[1.9844, 1.9586, -0.3163], [4.8967, 6.6267, 1.6271], [4.3662, 5.5799, 1.5063], [5.1781, 4.1153, 0.8944], [3.8029, 3.0427, 1.0371], [2.6405, 3.5769, 1.4971], [1.1315, 2.7038, 1.6074], [2.6503, 5.2802, 1.8980], [3.9793, 1.3931, 0.4991], [0.9994, -1.0949, 1.2214], [0.2440, -2.4219, 1.2814], [0.2337, -3.1841, 3.1468], [-0.9994, -4.6610, 2.8544], [-1.4469, -5.3571, 3.9741], [-2.3180, -6.4273, 3.8399], [-2.7421, -6.8265, 2.5780], [-2.2910, -6.1498, 1.4545], [-1.4259, -5.0710, 1.5903], [-1.0470, -1.9237, 3.9377], [-0.5294, -0.8449, 4.6562], [-1.3678, 0.1425, 5.1593], [-2.7409, 0.0425, 4.9691], [-3.2629, -1.0418, 4.2731], [-2.4200, -2.0131, 3.7541], [0.7708, -0.1616, -0.3495], [-0.9786, 0.3534, -0.3956], [-1.8109, 0.4398, 0.7028], [-3.0922, 0.9691, 0.5538], [-3.5346, 1.4128, -0.6798], [-2.6994, 1.3323, -1.7884], [-1.4308, 0.8120, -1.6461], [1.0376, -1.3537, -1.7262], [2.3074, -1.5077, -2.2529], [2.5574, -2.4527, -3.2386], [1.5156, -3.2469, -3.7079], [0.2363, -3.0958, -3.1900], [-0.0059, -2.1567, -2.2048], [2.0748, -1.2452, 1.3237], [0.7144, -0.4130, 2.0412], [0.7353, -3.1342, 0.6191], [-0.7942, -2.3123, 0.9606], [-1.1173, -5.0590, 4.9637], [-2.6627, -6.9557, 4.7185], [-3.4174, -7.6649, 2.4729], [-2.6131, -6.4604, 0.4686], [-1.0909, -4.5585, 0.6994], [0.5381, -0.7760, 4.8338], [-0.9525, 0.9735, 5.7127], [-3.4006, 0.7979, 5.3749], [-4.3331, -1.1342, 4.1363], [-2.8412, -2.8547, 3.2083], [-1.4901, 0.0976, 1.6777], [-3.7431, 1.0273, 1.4164], [-4.5317, 1.8197, -0.7835], [-3.0433, 1.6716, -2.7566], [-0.7773, 0.7363, -2.5157], [3.1206, -0.8930, -1.8895], [3.5521, -2.5706, -3.6435], [1.7025, -3.9823, -4.4790], [-0.5712, -3.7150, -3.5577], [-1.0068, -2.0367, -1.8001], [1.7805, 3.0381, -2.0532], [1.7358, 3.7792, -2.9383], [1.6885, 4.6866, -3.9979], [2.2988, 4.3482, -5.2168], [2.2467, 5.2640, -6.2503], [1.6038, 6.4818, -6.0711], [1.0034, 6.8073, -4.8609], [1.0376, 5.9154, -3.8075], [2.7970, 3.3973, -5.3395], [2.7099, 5.0287, -7.1983], [1.5714, 7.1902, -6.8881], [0.5088, 7.7611, -4.7385], [0.5781, 6.1549, -2.8588]],
  "forces_ev_per_angstrom": [[0.25, 0.17, 0.45], [0.41, 0.83, 0.10], [-0.43, -0.82, -0.11], [0.06, -0.05, -0.07], [0.45, -0.14, -0.27], [-0.48, 0.25, 0.08], [-0.15, -0.05, 0.12], [-0.11, 0.03, -0.01], [0.11, -0.26, 0.02], [-0.18, 0.13, 0.13], [-0.06, 0.06, 0.29], [0.11, 0.14, -0.21], [-0.04, -0.09, -0.33], [0.01, 0.00, 0.04], [-0.02, -0.01, -0.07], [0.04, 0.04, 0.03], [-0.01, -0.01, 0.05], [0.01, 0.00, 0.20], [0.31, 0.19, -0.20], [0.00, 0.00, -0.05], [-0.11, -0.10, -0.03], [0.10, -0.04, -0.03], [-0.06, 0.10, 0.03], [-0.18, -0.17, -0.15], [-0.21, -0.41, -0.07], [0.38, 0.01, -0.93], [-0.22, 0.02, 0.23], [0.06, -0.05, 0.13], [-0.04, 0.01, 0.02], [-0.09, 0.03, 0.01], [0.26, -0.13, 0.02], [-0.74, 0.10, 0.42], [0.38, 0.06, -0.04], [-0.30, -0.15, -0.09], [0.24, 0.12, 0.05], [-0.01, -0.04, -0.06], [-0.03, 0.23, 0.29], [0.07, -0.04, 0.04], [0.04, -0.11, -0.28], [-0.05, -0.14, 0.04], [0.00, 0.04, -0.02], [-0.01, 0.00, 0.00], [0.00, 0.00, 0.02], [0.00, -0.01, 0.00], [0.00, 0.00, 0.00], [0.03, 0.03, -0.04], [0.03, -0.01, -0.02], [0.01, 0.03, 0.02], [-0.01, 0.01, 0.00], [0.00, 0.01, 0.01], [0.05, 0.12, 0.07], [0.01, -0.04, 0.11], [0.02, -0.01, 0.01], [0.00, 0.00, 0.02], [0.00, 0.00, 0.00], [-0.11, 0.03, 0.14], [0.10, 0.07, 0.03], [0.05, 0.02, 0.01], [0.01, 0.00, 0.00], [-0.01, 0.01, 0.01], [0.09, -0.03, -0.05], [-0.07, 0.44, -0.62], [0.09, -1.05, 1.27], [-0.03, 0.60, -0.78], [-0.21, 0.27, 0.18], [0.05, -0.08, -0.02], [-0.02, 0.05, -0.02], [-0.04, 0.07, 0.01], [0.17, -0.20, -0.20], [0.00, -0.03, 0.04], [0.00, 0.01, 0.00], [0.00, 0.00, 0.00], [0.01, -0.01, -0.02], [0.01, -0.04, 0.02]],
  "lowdin_spin": [2.0071, 0.0000, 0.0000, -0.0002, -0.0088, -0.0090, -0.0413, -0.0002, -0.0423, -0.0004, -0.0008, -0.0004, -0.0001, 0.0000, 0.0000, 0.0000, 0.0000, 0.0000, 0.0000, 0.0000, 0.0000, 0.0000, 0.0000, 0.0000, 0.0196, 0.0064, 0.0012, 0.0005, 0.0007, 0.0003, 0.0029, 0.0052, 0.0023, 0.0002, 0.0000, 0.0004, 0.0000, -0.0001, 0.0002, 0.0000, 0.0000, 0.0000, 0.0000, 0.0000, 0.0000, 0.0000, 0.0000, 0.0000, 0.0000, 0.0000, 0.0000, 0.0001, 0.0000, 0.0000, 0.0000, 0.0004, 0.0015, 0.0000, 0.0000, 0.0000, 0.0001, 0.0061, 0.0294, 0.0024, 0.0057, -0.0006, 0.0062, -0.0007, 0.0057, 0.0002, -0.0001, 0.0003, -0.0001, 0.0002],
  "homo_energy_ev": [-10.442, -10.440],
  "multiplicity": 3,
  "total_charge": 1,
  "gap_ev": [6.7, 6.8],
  "fmax_ev_per_a": 1.657,
  "mol_weight_g_mol": 776.742
}